--- i ---
Here is one molecule with the formula C4H6O from the Open Molecules 2025 dataset. Energies are from the ωB97M-V functional and the def2-TZVPD basis.

Each line ends with the Mulliken charge.
Geometry (Å):
C: 1.43314 0.56391 0.15939  -1.173
C: 0.15135 -0.20982 0.19636  0.761
O: 0.27896 -1.39944 0.76231  -0.423
C: -1.00541 0.18367 -0.46279  -0.206
C: -2.31670 0.07047 -0.74312  -0.616
H: 2.26189 -0.03185 -0.23041  0.324
H: 1.69037 0.84718 1.18624  0.317
H: 1.32293 1.47099 -0.43543  0.339
H: -0.35752 0.31209 -1.36866  0.180
H: -0.61082 -1.78868 0.80064  0.353
H: -2.97545 0.09163 0.12971  0.145

- LUMO (spin up / spin down) (eV) = -0.13 / -0.13
- HOMO (spin up / spin down) (Eh) = -0.276 / -0.276
- 2S+1 = 1
- net charge = 0


--- ii ---
Here is one molecule with the formula C4H6O from the Open Molecules 2025 dataset. Energies are from the ωB97M-V functional and the def2-TZVPD basis.

Each line ends with the Mulliken charge.
Geometry (Å):
C: -1.05603 -0.98067 -1.94596  0.071
C: -0.62440 -0.82183 -0.83252  -0.431
C: -0.03444 -0.63385 0.49498  -0.558
C: 0.83967 0.63119 0.61286  -0.430
O: 0.14597 1.73409 1.15246  -0.523
H: -1.42010 -1.15627 -2.93367  0.403
H: 0.56260 -1.52216 0.73444  0.280
H: -0.82203 -0.56242 1.25445  0.280
H: 1.28024 0.87401 -0.36463  0.318
H: 1.65679 0.43283 1.30946  0.286
H: -0.52827 2.00508 0.51814  0.304

- LUMO (eV) = 0.96
- HOMO (Eh) = -0.369
- 2S+1 = 1
- net charge = 0


--- iii ---
Here is a 2-piece molecular cluster, C4H6O overall from the Open Molecules 2025 dataset. Energies are from the ωB97M-V functional and the def2-TZVPD basis.

Each line ends with the Mulliken charge.
Geometry (Å):
C: -2.17641 -0.53274 0.41388  0.136
C: 1.19707 -0.52419 -0.30449  -0.612
C: 1.20132 1.04835 -0.21466  -0.348
C: 0.67074 0.23770 0.84750  -0.248
O: -2.72532 0.01151 -0.48167  -0.373
H: -2.37221 -1.53403 0.95670  0.239
H: 0.56202 -0.91507 -1.05159  0.262
H: 2.13865 -1.01743 -0.26785  0.255
H: 2.02499 1.60260 0.16991  0.245
H: 0.63967 1.70824 -0.89026  0.233
H: -1.16052 -0.08494 0.82253  0.211

- LUMO (eV) = -0.52
- HOMO (Eh) = -0.315
- 2S+1 = 1
- net charge = 0


--- iv ---
Here is one molecule with the formula C4H6O from the Open Molecules 2025 dataset. Energies are from the ωB97M-V functional and the def2-TZVPD basis.

Each line ends with the Mulliken charge.
Geometry (Å):
C: -0.07013 -0.73869 -0.84836  -0.310
C: -0.24214 -0.93977 0.45740  -0.381
C: -0.07286 0.30798 1.20292  -0.225
O: 0.52549 1.20906 0.26552  -0.365
C: 0.47449 0.65300 -1.06173  -0.336
H: -0.31563 -1.40857 -1.66448  0.372
H: -0.83824 -1.62071 1.05332  0.344
H: 0.47934 0.44176 2.13135  0.293
H: -1.25992 0.15074 1.69016  0.154
H: 1.47177 0.63410 -1.54265  0.222
H: -0.15217 1.31109 -1.68345  0.231

- LUMO (eV) = 1.03
- HOMO (Eh) = -0.322
- 2S+1 = 1
- net charge = 0


Which one sits at the top of the stability order? ii does.